The following is a DFT calculation (ωB97M-V/def2-TZVPD) of 4 unconnected molecules or ions with the total composition C28H26ClF7N4O7S2 in a non-equilibrium geometry.

Structure (XYZ):
```
75
Properties=species:S:1:pos:R:3:lowdin_charge:R:1
O 5.175 -0.706 0.601 0.131
C 4.200 -0.817 1.287 -0.501
O 4.245 -0.516 2.631 0.073
C 2.884 -1.286 0.729 -0.087
C 1.647 -0.536 1.278 -0.144
C 0.712 -0.016 0.163 -0.088
C -0.385 -1.037 -0.269 -0.347
F 0.030 -2.280 0.130 0.036
C -1.884 -0.762 -0.030 -0.198
C -2.794 -1.615 0.947 -0.045
C -2.202 -2.758 1.766 -0.235
O -1.091 -2.428 2.564 0.018
C -1.960 -4.059 0.950 -0.555
F -0.764 -4.595 1.202 0.159
F -2.093 -3.879 -0.375 0.151
F -2.880 -4.987 1.301 0.131
S -2.357 0.976 0.278 0.795
O -1.700 1.884 -0.610 -0.250
O -3.779 1.098 0.329 -0.227
C -1.754 1.401 2.011 -0.626
F -1.182 2.591 1.930 0.157
F -2.777 1.454 2.857 0.142
F -0.850 0.531 2.491 0.141
C -2.500 -1.077 -1.462 -0.447
O -3.604 -0.877 -1.833 0.207
O -1.552 -1.705 -2.199 0.041
C -0.305 -1.080 -1.851 -0.732
Cl 0.944 -2.180 -2.443 0.838
N -0.333 0.233 -2.434 0.094
C 0.579 0.587 -3.178 -0.767
S 1.806 1.123 -3.947 0.863
H 4.171 -1.345 3.122 0.122
H 2.914 -1.232 -0.356 0.102
H 2.765 -2.350 0.960 0.136
H 1.123 -1.119 2.030 0.099
H 2.012 0.359 1.788 0.119
H 1.345 0.236 -0.686 0.110
H 0.300 0.929 0.502 0.077
H -3.615 -2.019 0.360 0.139
H -3.281 -0.961 1.667 0.081
H -2.988 -3.036 2.474 0.156
H -0.749 -1.564 2.325 0.046
C 2.011 5.276 1.701 -0.077
C 3.316 4.976 1.344 -0.072
C 3.528 4.067 0.318 -0.153
N 2.546 3.461 -0.347 0.061
C 1.296 3.762 0.005 -0.156
C 0.978 4.658 1.016 -0.075
H 1.803 5.977 2.499 0.105
H 4.155 5.434 1.852 0.101
H 4.534 3.806 0.010 0.104
H 0.513 3.255 -0.551 0.091
H -0.056 4.860 1.258 0.098
C 6.683 -1.201 -5.653 -0.079
C 6.539 -0.869 -4.316 -0.067
C 5.484 -0.045 -3.952 -0.147
N 4.602 0.447 -4.820 -0.002
C 4.754 0.120 -6.102 -0.158
C 5.772 -0.697 -6.569 -0.072
H 7.492 -1.842 -5.978 0.105
H 7.226 -1.238 -3.568 0.103
H 5.336 0.236 -2.914 0.107
H 4.021 0.536 -6.785 0.103
H 5.847 -0.932 -7.622 0.101
C -7.855 0.273 2.817 -0.073
C -7.983 -1.092 2.611 -0.069
C -6.830 -1.858 2.535 -0.144
N -5.603 -1.352 2.647 0.063
C -5.499 -0.039 2.843 -0.151
C -6.586 0.815 2.936 -0.054
H -8.732 0.904 2.881 0.106
H -8.955 -1.555 2.511 0.102
H -6.886 -2.929 2.377 0.105
H -4.486 0.329 2.921 0.073
H -6.440 1.874 3.094 0.107
```

Values from the calculation:
* energy above the lowest of the compared OMol25 structures with the same formula, charge and spin: 0.000 eV
* energy: -3783.847359 a.u.
* HOMO energy: -9.8 eV
* LUMO energy: -0.023 eV
* SMILES: O=C(O)CCC[C@@]1(F)[C@@](C[C@H](O)C(F)(F)F)(S(=O)(=O)C(F)(F)F)C(=O)O[C@@]1(Cl)N=C=S.c1ccncc1.c1ccncc1.c1ccncc1